Entry 1:
ORCA calculation (wB97M-V/def2-TZVPD) on the molecule C21H20ClN3S.

- calculated total energy (Eh) = -1834.91046
- LUMO (Eh) = 0.019
- structure (SMILES) = Cc1ccc(Cl)cc1NC(=S)N(Cc1ccccc1)Cc1cccnc1
- M (g mol⁻¹) = 381.932
- F_max (eV/A) = 0.76
- spin multiplicity = 1
- HOMO-LUMO gap (eV) = 8.7
- E_HOMO (eV) = -8.2

Structure (XYZ):
```
46
Properties=species:S:1:pos:R:3:mulliken_charge:R:1
C -0.74474 -3.72853 -0.50724 -1.607
C -1.46431 -2.59916 -1.17722 0.779
C -2.79602 -2.70883 -1.53877 -0.680
C -3.47242 -1.67253 -2.16210 -0.854
C -2.78410 -0.51024 -2.45848 0.297
C -1.44857 -0.36898 -2.12343 -0.995
C -0.79273 -1.39891 -1.45545 0.534
N 0.54617 -1.28183 -1.09426 0.128
C 1.31100 -0.15292 -0.97331 -0.040
N 0.78769 0.95590 -0.41264 0.439
C 1.53263 2.20530 -0.43679 -1.634
C 2.13110 2.52352 0.90633 0.697
C 1.59460 3.50829 1.72879 -0.298
N 2.05215 3.78750 2.93597 -0.654
C 3.08154 3.09449 3.38937 -0.316
C 3.70862 2.09865 2.65440 -0.469
C 3.22214 1.80787 1.39175 -0.230
H 3.67989 1.04350 0.78054 0.404
H 4.55486 1.56509 3.05859 0.409
H 3.41747 3.35520 4.38425 0.369
H 0.75826 4.11455 1.39919 0.412
H 0.84946 3.00424 -0.74468 0.389
H 2.32554 2.10168 -1.18184 0.703
C -0.41174 0.95188 0.40791 -1.292
C -0.52238 -0.24091 1.32220 0.748
C -1.74546 -0.87473 1.49531 -0.589
C -1.86270 -1.94582 2.36342 -0.741
C -0.75674 -2.39769 3.06276 -0.507
C 0.46564 -1.76788 2.89665 -0.825
C 0.58142 -0.69221 2.03496 0.137
H 1.53614 -0.20080 1.91513 0.344
H 1.33163 -2.11237 3.44204 0.418
H -0.84625 -3.23698 3.73615 0.389
H -2.81914 -2.43050 2.48905 0.411
H -2.61010 -0.52861 0.94768 0.455
H -1.31217 1.02002 -0.21526 0.443
H -0.36653 1.85170 1.03002 0.456
S 2.89346 -0.26506 -1.46454 -0.339
H 1.10429 -2.11489 -1.23354 0.352
H -0.90912 0.52013 -2.41087 0.658
Cl -3.59028 0.79179 -3.26539 -0.233
H -4.51299 -1.77178 -2.42462 0.451
H -3.32553 -3.62443 -1.32190 0.392
H 0.00640 -4.15449 -1.17432 0.400
H -1.44184 -4.51673 -0.23775 0.395
H -0.24287 -3.38226 0.39493 0.296
```

---

Entry 2:
ORCA calculation (wB97M-V/def2-TZVPD) on the ion C21H20ClO7S with charge -1 at a distorted geometry.

- total charge = -1
- calculated total energy (Eh) = -2197.34019
- LUMO (Eh) = 0.099
- structure (SMILES) = COc1ccc([C@H](C2=C([O-])OC(C)(C)OC2=O)[C@@H](Cl)S(=O)(=O)c2ccccc2)cc1
- M (g mol⁻¹) = 451.904
- F_max (eV/A) = 2.57
- spin multiplicity = 1
- HOMO-LUMO gap (eV) = 6.8
- E_HOMO (eV) = -4.1

Structure (XYZ):
```
50
Properties=species:S:1:pos:R:3:mulliken_charge:R:1
C -4.90700 -3.28040 -1.16724 -0.825
O -4.79424 -1.91025 -0.71415 -0.453
C -3.54814 -1.36506 -0.66642 0.796
C -3.42726 -0.11760 -0.01503 -1.006
C -2.17607 0.33164 0.35863 0.379
C -1.00497 -0.34541 -0.00691 -0.834
C 0.34711 0.16678 0.50472 1.508
C 1.48810 -0.74328 0.12175 -1.275
C 2.77617 -0.11307 -0.16189 0.100
O 2.89669 1.07996 -0.35697 -0.733
O 3.88367 -0.93619 -0.15258 -0.381
C 3.62207 -2.32907 -0.41618 1.679
C 3.15010 -2.54703 -1.84701 -1.436
C 4.91514 -3.09880 -0.13233 -1.780
O 2.66563 -2.81721 0.54280 -0.394
C 1.48075 -2.11883 0.62399 0.385
O 0.52621 -2.64700 1.15855 -0.721
C -1.13340 -1.47073 -0.83879 -0.255
C -2.37831 -2.02793 -1.10566 -0.748
H -5.95676 -3.52793 -1.01126 0.242
H -4.65384 -3.35931 -2.23415 0.307
H -4.26736 -3.95543 -0.57922 0.350
H -4.32465 0.43294 0.25462 0.428
H -2.10146 1.24129 0.94718 0.187
H 0.61003 1.09329 -0.02849 0.644
H 2.24317 -1.97079 -2.06577 0.259
H 3.94632 -2.23193 -2.53189 0.389
H 2.95497 -3.61527 -1.99974 0.345
H 5.21387 -2.93514 0.90749 0.407
H 4.73170 -4.16533 -0.28967 0.372
H 5.70642 -2.75271 -0.80302 0.384
H -0.25512 -1.96812 -1.25609 0.196
H -2.43796 -2.99761 -1.60116 0.340
Cl 1.81571 -0.11185 2.86697 -0.153
C 0.38563 0.49579 2.00158 -0.350
S 0.34574 2.38052 2.49843 1.454
C -0.28118 3.46092 1.17987 -0.066
C 0.62653 4.30112 0.53618 -0.323
C 0.16879 5.09901 -0.51444 -0.441
C -1.17260 5.03683 -0.90924 -0.412
C -2.09073 4.29351 -0.16061 -0.602
C -1.65227 3.58924 0.96357 -0.350
O -0.64162 2.39432 3.55590 -0.729
O 1.68355 2.86595 2.72825 -0.695
H -0.50081 0.11344 2.54238 0.590
H 1.66357 4.32793 0.86045 0.440
H 0.86846 5.76786 -1.01859 0.360
H -1.50939 5.58549 -1.79283 0.352
H -3.14604 4.26634 -0.43373 0.381
H -2.35489 3.13510 1.65774 0.689
```

---

Entry 3:
ORCA calculation (wB97M-V/def2-TZVPD) on a structure of composition C21H20CrIN4O2STe4 at a distorted geometry.

- calculated total energy (Eh) = -3994.13954
- LUMO (spin up / spin down) (Eh) = -0.032 / -0.058
- <S²> = 0.99
- M (g mol⁻¹) = 1081.784
- F_max (eV/A) = 1.68
- spin multiplicity = 2
- HOMO-LUMO gap (spin up / spin down) (eV) = 6.0 / 4.9
- E_HOMO (spin up / spin down) (eV) = -6.8 / -6.5

Structure (XYZ):
```
54
Properties=species:S:1:pos:R:3:mulliken_charge:R:1
Cr 1.54747 1.49538 1.89300 1.088
C -0.57974 0.43859 5.45275 -1.016
C -1.08457 -0.49298 4.39483 0.785
N -2.12377 -1.25295 4.64934 -0.682
C -2.57495 -2.07978 3.68957 -0.945
C -2.01896 -2.17793 2.43744 0.846
C -2.63097 -3.12817 1.44281 -0.989
O -1.72496 -4.12815 0.97361 -0.490
C -0.88646 -1.38034 2.13972 0.325
C -0.27448 -1.49671 0.83424 -0.103
N 0.82972 -0.95648 0.46109 0.043
C 1.27891 -1.27502 -0.83905 -0.096
C 0.96921 -2.46293 -1.51646 -0.521
C 1.44986 -2.70352 -2.79034 -0.782
C 2.25404 -1.76998 -3.43113 -0.689
C 2.60673 -0.60621 -2.77033 -0.598
C 2.12956 -0.38375 -1.49101 0.440
I 2.92997 1.23462 -0.44105 0.183
C -0.40502 -0.52343 3.13691 -0.069
O 0.62453 0.25083 2.98257 -0.805
H -1.26312 0.42780 6.29776 0.386
H -0.47882 1.45154 5.05855 0.131
H 0.41629 0.13714 5.78460 0.278
H -3.43454 -2.68917 3.94997 0.330
H -2.97217 -2.60409 0.54781 0.335
H -3.51297 -3.58629 1.89729 0.400
H -1.56352 -4.74934 1.69042 0.331
H -0.84356 -2.10927 0.13858 0.324
H 0.37701 -3.22285 -1.02392 0.674
H 1.20199 -3.63463 -3.28373 0.418
H 2.62760 -1.95688 -4.42930 0.435
H 3.26859 0.10961 -3.24016 0.438
Te 3.80120 2.09824 2.90660 0.172
Te 6.36277 1.70840 3.39894 -0.327
Te 2.76757 3.81576 4.68172 -0.268
Te 0.76020 3.79110 2.83502 -0.082
N -0.76723 4.58698 -0.40212 -0.352
C -0.65502 3.28669 -0.73781 0.264
S -0.77120 2.10888 0.46275 -0.376
N -0.38665 3.07959 -2.04222 -0.102
C -0.42082 1.90853 -2.83948 0.746
C 0.22227 1.99688 -4.07196 -0.451
C 0.18305 0.93460 -4.95654 -0.747
C -0.48419 -0.23066 -4.61096 -0.585
C -1.11536 -0.31432 -3.38078 -0.628
C -1.09894 0.74821 -2.48951 -0.297
H -1.08345 4.79389 0.53074 0.200
H -0.92724 5.29235 -1.10441 0.194
H -0.20574 3.91200 -2.58372 0.249
H 0.75372 2.90434 -4.33774 0.358
H 0.68266 1.01661 -5.91315 0.380
H -0.51018 -1.06809 -5.29544 0.451
H -1.63919 -1.22088 -3.10530 0.395
H -1.60710 0.67628 -1.54097 0.399
```